# 1
C3H7NO2 in the gas phase, computed with ωB97M-V/def2-TZVPD.

CARTESIAN COORDINATES (ANGSTROEM)
O1 -1.08 0.59 1.94
O2 0.58 1.68 -0.51
N1 -0.74 -0.79 0.14
C1 1.13 0.43 -0.86
C2 -1.49 -0.02 0.98
C3 0.71 -0.70 0.09
H1 1.08 -0.52 1.10
H2 -2.55 0.01 0.66
H3 -0.38 1.61 -0.52
H4 0.85 0.15 -1.89
H5 1.12 -1.65 -0.28
H6 2.22 0.56 -0.83
H7 -1.21 -1.22 -0.64

- HOMO-LUMO gap: 10.5 eV
- E: -8809.4202 eV
- HOMO level: -0.3597 hartree
- SMILES: O=CNCCO
- Energy above the lowest of the compared OMol25 structures with the same formula, charge and spin: 25.6 kcal/mol

***

# 2
C3H7NO2 in the gas phase at a distorted geometry, computed with ωB97M-V/def2-TZVPD.

CARTESIAN COORDINATES (ANGSTROEM)
O1 2.31 1.02 0.72
O2 0.67 1.40 -0.82
N1 0.91 1.00 0.54
C1 0.24 -0.46 1.06
C2 -1.55 -0.60 -0.82
C3 -0.62 -0.95 0.25
H1 2.71 0.34 0.16
H2 0.82 -0.77 1.91
H3 -1.40 -1.24 -1.69
H4 -1.38 0.44 -1.11
H5 0.67 2.37 -0.81
H6 -0.81 -1.84 1.10
H7 -2.59 -0.70 -0.49

- HOMO-LUMO gap: 9.4 eV
- E: -8803.7603 eV
- HOMO level: -0.3128 hartree
- SMILES: C/C=C\N(O)O
- Energy above the lowest of the compared OMol25 structures with the same formula, charge and spin: 156.1 kcal/mol

***

# 3
C3H7NO2 in the gas phase at a distorted geometry, computed with ωB97M-V/def2-TZVPD.

CARTESIAN COORDINATES (ANGSTROEM)
O1 -1.16 -0.10 -1.87
O2 0.20 -0.12 2.33
N1 -0.15 -0.75 0.03
C1 -0.32 0.16 -1.03
C2 0.82 1.12 -1.38
C3 -0.72 -0.54 1.31
H1 0.37 2.08 -1.65
H2 -1.49 0.23 1.30
H3 1.49 1.13 -0.53
H4 0.12 -1.65 -0.35
H5 -1.22 -1.46 1.62
H6 1.35 0.81 -2.28
H7 0.74 -0.89 2.49

- HOMO-LUMO gap: 10.1 eV
- E: -8808.6635 eV
- HOMO level: -0.3522 hartree
- SMILES: CC(=O)NCO
- Energy above the lowest of the compared OMol25 structures with the same formula, charge and spin: 43.0 kcal/mol

***

# 4
2 unconnected molecules or ions with the total composition C3H7NO2 at a distorted geometry, computed with ωB97M-V/def2-TZVPD.

CARTESIAN COORDINATES (ANGSTROEM)
O1 2.58 -0.24 0.35
O2 -2.39 0.97 0.99
N1 -0.90 0.16 -0.58
C1 0.31 0.43 0.15
C2 1.59 -0.11 -0.33
C3 -2.15 0.50 -0.11
H1 1.58 -0.23 -1.44
H2 0.09 0.48 1.22
H3 0.72 -1.80 1.15
H4 -0.85 -0.25 -1.49
H5 0.94 1.37 -0.20
H6 1.44 -1.59 1.15
H7 -2.95 0.32 -0.86

- HOMO-LUMO gap: 10.5 eV
- E: -8807.1123 eV
- HOMO level: -0.3651 hartree
- SMILES: O=CCNC=O.[H][H]
- Energy above the lowest of the compared OMol25 structures with the same formula, charge and spin: 78.8 kcal/mol

***

# 5
C3H7NO2 in the gas phase, computed with ωB97M-V/def2-TZVPD.

CARTESIAN COORDINATES (ANGSTROEM)
O1 -1.80 0.55 0.85
O2 2.27 0.69 0.04
N1 0.63 0.89 -1.50
C1 1.03 0.39 -0.41
C2 0.35 -0.57 0.54
C3 -1.17 -0.64 0.41
H1 0.61 -0.28 1.56
H2 -1.53 -1.46 1.05
H3 2.67 1.26 -0.64
H4 -1.46 -0.90 -0.62
H5 -2.08 1.05 0.08
H6 0.79 -1.56 0.37
H7 -0.31 0.57 -1.73

- HOMO-LUMO gap: 11.2 eV
- E: -8809.3941 eV
- HOMO level: -0.3818 hartree
- SMILES: [H]/N=C(/O)CCO
- Energy above the lowest of the compared OMol25 structures with the same formula, charge and spin: 26.2 kcal/mol

***

# 6
C3H7NO2 in the gas phase, computed with ωB97M-V/def2-TZVPD.

CARTESIAN COORDINATES (ANGSTROEM)
O1 1.88 0.60 -0.49
O2 -0.77 -2.20 0.44
N1 -1.30 -0.94 0.18
C1 -0.84 1.37 -0.14
C2 1.09 -0.32 0.23
C3 -0.39 -0.05 0.09
H1 1.37 -0.19 1.29
H2 1.82 0.36 -1.43
H3 -1.55 -2.76 0.44
H4 1.30 -1.36 -0.04
H5 -0.49 2.02 0.67
H6 -1.93 1.41 -0.19
H7 -0.42 1.77 -1.07

- HOMO-LUMO gap: 10.5 eV
- E: -8807.7599 eV
- HOMO level: -0.3547 hartree
- SMILES: C/C(CO)=N/O
- Energy above the lowest of the compared OMol25 structures with the same formula, charge and spin: 63.9 kcal/mol

***

# 7
2 unconnected molecules or ions with the total composition C3H7NO2, computed with ωB97M-V/def2-TZVPD.

CARTESIAN COORDINATES (ANGSTROEM)
O1 0.24 0.58 -1.50
O2 1.54 -2.09 0.78
N1 2.09 0.22 0.82
C1 1.86 -0.97 0.84
C2 -1.45 0.45 0.28
C3 -0.87 -0.14 -1.00
H1 -0.79 0.28 1.14
H2 -1.59 1.53 0.17
H3 -2.42 0.01 0.51
H4 -0.63 -1.20 -0.85
H5 2.77 0.70 1.39
H6 0.86 0.74 -0.77
H7 -1.62 -0.10 -1.80

- HOMO-LUMO gap: 10.5 eV
- E: -8809.3492 eV
- HOMO level: -0.3671 hartree
- SMILES: N=C=O.CCO
- Energy above the lowest of the compared OMol25 structures with the same formula, charge and spin: 27.2 kcal/mol

***

# 8
C3H7NO2 in the gas phase, computed with ωB97M-V/def2-TZVPD.

CARTESIAN COORDINATES (ANGSTROEM)
O1 0.81 -0.86 1.36
O2 -1.04 0.68 -2.13
N1 -1.22 -1.09 -0.67
C1 -0.86 0.18 -1.03
C2 -0.16 0.97 0.09
C3 1.10 0.33 0.64
H1 -1.17 -1.45 0.27
H2 1.74 0.10 -0.22
H3 1.67 1.04 1.27
H4 1.57 -1.45 1.30
H5 0.12 1.92 -0.38
H6 -0.87 1.26 0.88
H7 -1.70 -1.63 -1.39

- HOMO-LUMO gap: 10.4 eV
- E: -8809.9125 eV
- HOMO level: -0.3565 hartree
- SMILES: NC(=O)CCO
- Energy above the lowest of the compared OMol25 structures with the same formula, charge and spin: 14.2 kcal/mol

***

# 9
C3H7NO2 in the gas phase, computed with ωB97M-V/def2-TZVPD.

CARTESIAN COORDINATES (ANGSTROEM)
O1 -0.15 0.93 -1.52
O2 0.31 0.99 0.72
N1 1.52 -0.47 -0.93
C1 -0.86 0.30 1.21
C2 -0.67 -0.82 0.19
C3 0.34 0.13 -0.48
H1 -1.79 0.88 1.05
H2 -0.16 -1.68 0.63
H3 1.99 -1.07 -0.26
H4 -0.78 0.05 2.27
H5 2.15 0.16 -1.41
H6 -0.41 1.73 -1.04
H7 -1.51 -1.13 -0.43

- HOMO-LUMO gap: 10.8 eV
- E: -8808.8612 eV
- HOMO level: -0.3598 hartree
- SMILES: N[C@@]1(O)CCO1
- Energy above the lowest of the compared OMol25 structures with the same formula, charge and spin: 38.5 kcal/mol

***

# 10
A molecular structure, C3H7NO2 at a distorted geometry, computed with ωB97M-V/def2-TZVPD.

CARTESIAN COORDINATES (ANGSTROEM)
O1 -0.72 1.26 1.15
O2 2.08 2.74 0.48
N1 -0.69 -2.37 -1.10
C1 0.74 -0.30 0.17
C2 -1.68 -1.59 -0.76
C3 0.32 0.94 0.66
H1 1.16 -1.16 0.67
H2 -1.48 -0.48 -0.95
H3 0.33 -0.39 -0.83
H4 -0.75 -2.08 0.08
H5 -2.75 -1.87 -0.73
H6 1.15 1.73 0.23
H7 2.30 3.57 0.93

- HOMO-LUMO gap: 6.7 eV
- E: -8799.0082 eV
- HOMO level: -0.3374 hartree
- Energy above the lowest of the compared OMol25 structures with the same formula, charge and spin: 265.7 kcal/mol